# 1
Molecular formula: C7H9N3O
Method: DFT, the ωB97M-V functional and the def2-TZVPD basis

Summary:
SMILES string: Cc1n[nH]cc1[C@](C)(O)C#N
Molar mass, g/mol: 151.17
Orbital gap, eV: 10.04
E, Eh: -511.58269
LUMO level, hartree: 0.02199
HOMO energy, eV: -9.44

ORCA input file:
```
! wB97M-V def2-TZVPD RIJCOSX def2/J DEFGRID3
* xyz 0 1
O -1.691 0.060 1.157
N 2.463 0.856 -0.160
N -1.701 -1.879 -1.606
N 2.469 -0.278 0.538
C 1.225 -0.757 0.481
C 0.376 0.263 -0.020
C 1.210 1.278 -0.325
C -1.225 0.232 -0.205
C 0.989 -2.118 1.115
C -1.710 1.552 -0.779
C -1.531 -0.931 -1.010
H -1.316 2.337 -0.054
H -1.202 1.762 -1.795
H -2.761 1.640 -0.785
H 1.068 2.245 -0.859
H 1.615 -2.299 1.995
H 1.060 -2.877 0.299
H -0.036 -2.104 1.379
H 3.397 1.189 -0.523
H -2.700 -0.172 1.157
*
```

# 2
Molecular formula: C7H9N3O2
Method: DFT, the ωB97M-V functional and the def2-TZVPD basis

Summary:
SMILES string: N[C@@H](Cc1ncccn1)C(=O)O
Molar mass, g/mol: 167.17
Orbital gap, eV: 9.45
E, Eh: -586.82085
LUMO level, hartree: 0.01716
HOMO energy, eV: -8.98

ORCA input file:
```
! wB97M-V def2-TZVPD RIJCOSX def2/J DEFGRID3
* xyz 0 1
O -2.910 -1.191 0.069
O -1.399 -0.878 -1.572
N 0.565 -0.435 0.601
N 2.086 1.052 -0.645
N -1.633 1.030 1.575
C -2.019 -0.429 -0.555
C 1.720 -1.205 0.957
C -1.611 0.812 0.129
C -0.335 1.559 -0.444
C 0.860 0.719 -0.119
C 2.965 0.155 -0.449
C 2.944 -1.025 0.321
H 1.463 -2.176 1.318
H -2.902 -2.090 -0.454
H -2.239 1.722 -0.330
H -0.199 2.529 -0.131
H -2.452 0.625 2.106
H 3.862 0.379 -1.007
H -0.636 0.760 2.006
H -0.554 1.485 -1.557
H 3.864 -1.740 0.319
*
```

# 3
Molecular formula: C7H9N4O3
Method: DFT, the ωB97M-V functional and the def2-TZVPD basis

Summary:
SMILES string: Cn1c(=O)c2nc[nH]c2o/c1=[N+](/C)O
Molar mass, g/mol: 197.17
Orbital gap, eV: 9.18
E, Eh: -716.53890
LUMO level, hartree: -0.14444
HOMO energy, eV: -13.11

ORCA input file:
```
! wB97M-V def2-TZVPD RIJCOSX def2/J DEFGRID3
* xyz 1 1
O 1.324 1.983 0.537
O -1.166 1.347 -0.164
O -2.106 -2.569 -0.073
N 1.114 0.797 -0.108
N -4.264 -0.319 -0.069
N -3.584 1.765 -0.050
N -0.564 -0.866 0.005
C -4.633 0.914 -0.045
C -2.466 1.010 -0.174
C -2.946 -0.305 -0.221
C 2.183 0.217 -0.885
C -0.214 0.386 -0.100
C 0.413 -1.929 0.376
C -1.961 -1.421 -0.141
H 1.062 -1.338 0.980
H -3.795 2.677 -0.216
H 2.365 0.741 -1.781
H 3.107 0.220 -0.260
H 1.824 -0.770 -1.249
H 0.755 -2.218 -0.628
H -5.573 1.337 0.310
H -0.123 -2.782 0.819
H 1.055 1.910 1.521
*
```